This record from the OMol25 dataset describes a structure of composition C20H29AsN3O4OsPS4 in a non-equilibrium geometry. The level of theory is the ωB97M-V functional and the def2-TZVPD basis.

Geometry (Å):
Os (0.06243, -0.58525, -0.98905)
O (1.08616, 1.76320, -0.02575)
C (0.16685, 2.82511, -0.22372)
C (-1.16143, 2.16817, -0.70067)
O (-2.22318, 2.71798, -0.52274)
O (-1.01325, 1.05568, -1.37717)
C (0.57109, 3.72087, -1.38590)
C (-0.12810, 4.90769, -1.60013)
C (0.19390, 5.72606, -2.66774)
C (1.21684, 5.36856, -3.53745)
C (1.90317, 4.18304, -3.33834)
C (1.57633, 3.35463, -2.27117)
C (0.01030, 3.56408, 1.09906)
C (-0.85703, 3.09030, 2.07834)
C (-0.90020, 3.68563, 3.32836)
C (-0.07246, 4.76170, 3.61854)
C (0.80113, 5.23191, 2.65208)
C (0.84170, 4.63585, 1.39979)
H (1.99896, 2.05696, -0.13703)
H (-0.92770, 5.18172, -0.92415)
H (-0.35354, 6.64650, -2.82292)
H (1.47128, 6.01076, -4.37034)
H (2.69336, 3.88999, -4.01688)
H (2.10575, 2.41704, -2.15548)
H (-1.51054, 2.25517, 1.86239)
H (-1.58427, 3.30993, 4.07842)
H (-0.10944, 5.22893, 4.59400)
H (1.45567, 6.06564, 2.87041)
H (1.52776, 5.01340, 0.65210)
S (4.40168, -0.70036, -0.31421)
As (3.08978, -1.99042, -1.22718)
S (1.62001, -0.63941, -2.46244)
S (1.13062, -2.09193, 0.06670)
S (3.35610, -3.80118, -2.13747)
C (-2.41676, -4.30301, 1.51389)
N (-2.75007, -2.88271, 1.57861)
C (-2.09893, -2.20738, 2.70216)
P (-2.90742, -2.00842, 0.18653)
O (-1.65773, -1.18962, -0.07116)
N (-4.21658, -1.04574, 0.37707)
C (-4.38598, -0.01152, -0.65140)
C (-4.80610, -0.69855, 1.66048)
N (-3.22436, -2.99709, -1.07062)
C (-4.54033, -3.59849, -1.24189)
C (-2.23247, -3.45097, -2.03784)
H (-2.74712, -4.78324, 2.43585)
H (-1.33800, -4.46041, 1.40769)
H (-2.92641, -4.77861, 0.67946)
H (-2.48323, -2.60999, 3.64072)
H (-2.29678, -1.13732, 2.67807)
H (-1.01429, -2.34962, 2.66814)
H (-3.98107, -0.36084, -1.60091)
H (-3.87154, 0.91554, -0.38926)
H (-5.45211, 0.18100, -0.77942)
H (-4.72150, -1.53128, 2.35348)
H (-5.86550, -0.48332, 1.51019)
H (-4.33880, 0.19095, 2.09564)
H (-5.20806, -3.29015, -0.44150)
H (-4.46028, -4.68926, -1.23560)
H (-4.97314, -3.29153, -2.19726)
H (-1.29262, -2.92176, -1.91065)
H (-2.60169, -3.26933, -3.04952)
H (-2.04641, -4.52290, -1.92157)

ΔE to the lowest compared entry with this formula, charge and spin = 134.7 kJ/mol
Lowest unoccupied orbital energy (spin up / spin down) = -0.0700 / -0.0741 hartree
Kohn-Sham gap (spin up / spin down) = 6.244 / 6.144 eV
Multiplicity = 1

---

This record from the OMol25 dataset describes a cluster of 2 separate species, C4H6N2O in total in a non-equilibrium geometry. The level of theory is the ωB97M-V functional and the def2-TZVPD basis.

Geometry (Å):
O (-5.72830, -0.46269, -1.31309)
H (-5.67425, -0.43308, -0.33101)
H (-5.05948, -1.13399, -1.57818)
N (3.06857, 0.70895, 0.13775)
N (1.84320, -0.92838, 1.29708)
C (2.98524, -0.37715, 0.90629)
C (1.89171, 1.21035, -0.41745)
C (0.71991, -0.52964, 0.67426)
C (0.68139, 0.56642, -0.19532)
H (3.81902, -0.66944, 1.55821)
H (2.00832, 2.09685, -1.05473)
H (-0.27698, -0.87742, 0.97567)
H (-0.27834, 0.82922, -0.65949)

SMILES string = c1cncnc1.O
ΔE to the lowest compared entry with this formula, charge and spin = 131.7 kJ/mol
Lowest unoccupied orbital energy = 0.0147 hartree
Kohn-Sham gap = 10.208 eV
Multiplicity = 1

---

This record from the OMol25 dataset describes a structure of composition C37H46N4O3S6SeTi in a non-equilibrium geometry. The level of theory is the ωB97M-V functional and the def2-TZVPD basis.

Geometry (Å):
Ti (0.36315, -1.87585, -1.59911)
C (2.25445, 3.51215, 3.67979)
C (2.95825, 2.16385, 3.47339)
C (2.64725, 1.27355, 4.68019)
C (4.47745, 2.37865, 3.42259)
C (2.48435, 1.53885, 2.17009)
C (1.83255, 0.32035, 2.11929)
C (1.42025, -0.19635, 0.90669)
Se (0.42515, -1.87335, 0.90819)
C (-1.31205, -1.01955, 0.92129)
C (-1.91475, -0.78005, 2.13899)
C (-3.10165, -0.07155, 2.19059)
C (-3.62515, 0.35385, 0.97039)
C (-3.05305, 0.11435, -0.27151)
C (-1.82825, -0.60235, -0.32821)
O (-1.16465, -0.89045, -1.40891)
C (-3.79795, 0.64565, -1.49771)
C (-3.96195, 2.16955, -1.38001)
C (-3.09205, 0.36195, -2.82441)
C (-5.18535, -0.01315, -1.55631)
C (-3.80265, 0.24795, 3.50109)
C (-3.94045, 1.76865, 3.65269)
C (-5.19135, -0.40435, 3.52079)
C (-3.01415, -0.27365, 4.70659)
C (1.61635, 0.44565, -0.34161)
O (1.21185, -0.10655, -1.43841)
C (2.28195, 1.70495, -0.28051)
C (2.68455, 2.18955, 0.95459)
C (2.58535, 2.57315, -1.50501)
C (2.12155, 1.97455, -2.83581)
C (1.88445, 3.93355, -1.34481)
C (4.10545, 2.78465, -1.60411)
H (2.56125, 3.95625, 4.62629)
H (2.49485, 4.20745, 2.87959)
H (1.17585, 3.37085, 3.69379)
H (3.00435, 1.75115, 5.59149)
H (1.57635, 1.11465, 4.77839)
H (3.14195, 0.30995, 4.58589)
H (4.83265, 2.80505, 4.36039)
H (4.98225, 1.42855, 3.26149)
H (4.75305, 3.05275, 2.61599)
H (1.61785, -0.25245, 3.00819)
H (-1.41515, -1.14735, 3.02209)
H (-4.54695, 0.91385, 0.99049)
H (-2.98705, 2.64945, -1.32951)
H (-4.49175, 2.55105, -2.25181)
H (-4.52435, 2.45255, -0.49381)
H (-2.08525, 0.77495, -2.83401)
H (-3.02355, -0.70715, -2.99861)
H (-3.66065, 0.81175, -3.63881)
H (-5.78235, 0.23565, -0.68221)
H (-5.72175, 0.32205, -2.44321)
H (-5.07945, -1.09425, -1.59971)
H (-4.54555, 2.19405, 2.85689)
H (-4.40815, 2.01045, 4.60619)
H (-2.95815, 2.23465, 3.61949)
H (-5.81875, -0.02255, 2.71979)
H (-5.09975, -1.48085, 3.39659)
H (-5.68695, -0.20625, 4.47069)
H (-2.02275, 0.17335, 4.74009)
H (-3.53705, -0.01365, 5.62629)
H (-2.91435, -1.35585, 4.66679)
H (3.19275, 3.14125, 0.97539)
H (1.04675, 1.80945, -2.84121)
H (2.37235, 2.66125, -3.64551)
H (2.61175, 1.02315, -3.02761)
H (0.80885, 3.79295, -1.25611)
H (2.23015, 4.46485, -0.46141)
H (2.08125, 4.55895, -2.21501)
H (4.60725, 1.82375, -1.69941)
H (4.34415, 3.38975, -2.47811)
H (4.50005, 3.28915, -0.72561)
N (-1.41785, -2.17515, -4.39901)
C (-0.08465, -2.08015, -4.55291)
N (0.76245, -1.98855, -3.56361)
C (2.07585, -1.95905, -3.98401)
C (2.22635, -1.99715, -5.34521)
S (0.68555, -2.09075, -6.13821)
C (3.13065, -1.96445, -3.00751)
C (4.48225, -1.95115, -3.25631)
S (5.37795, -2.06435, -1.78111)
C (3.83845, -2.12905, -0.91701)
N (2.80205, -2.05025, -1.67791)
N (3.81855, -2.21755, 0.43799)
H (-1.71515, -2.59815, -3.49131)
H (-1.95515, -2.43475, -5.21101)
H (3.12705, -2.01755, -5.92081)
H (4.99415, -1.91055, -4.19281)
H (4.67415, -2.49955, 0.88749)
H (2.96775, -2.61505, 0.82459)
O (-1.58685, -8.91965, -1.64881)
C (-1.28565, -7.75505, -1.63961)
S (0.37465, -7.17045, -1.52521)
C (0.01105, -5.43845, -1.55741)
C (-1.29445, -5.10365, -1.65781)
S (-1.84985, -3.47705, -1.62581)
S (-2.45145, -6.43995, -1.74971)
S (1.29685, -4.29565, -1.47811)

ΔE to the lowest compared entry with this formula, charge and spin = 101.9 kJ/mol
Lowest unoccupied orbital energy (spin up / spin down) = 0.0744 / 0.0744 hartree
Total charge = -1
Kohn-Sham gap (spin up / spin down) = 5.621 / 5.731 eV
Multiplicity = 2

---

This record from the OMol25 dataset describes a cluster of 2 separate species, C3H12N2O2 in total in a non-equilibrium geometry. The level of theory is the ωB97M-V functional and the def2-TZVPD basis.

Geometry (Å):
N (1.04199, -0.56535, 1.81869)
C (0.74003, -0.50985, 0.41612)
C (-0.37788, 0.55412, 0.15237)
O (-1.47691, 0.45781, 1.03929)
C (1.94281, 0.05817, -0.36563)
N (2.59481, -0.72307, -1.42370)
H (1.24303, 0.32249, 2.26250)
H (0.35171, -1.13446, 2.34042)
H (0.35185, -1.44056, -0.04372)
H (0.00536, 1.57015, 0.41286)
H (-0.75448, 0.41921, -0.86657)
H (-1.23432, 0.48300, 1.97466)
H (1.74489, 1.06675, -0.76860)
H (2.67790, 0.37310, 0.39789)
H (2.82050, -1.64557, -0.97122)
H (1.81606, -0.91148, -2.05193)
H (-3.81949, 0.89424, -1.33235)
H (-5.11584, 0.42210, -1.88332)
O (-4.55200, 0.30920, -1.10776)

ΔE to the lowest compared entry with this formula, charge and spin = 251.9 kJ/mol
Lowest unoccupied orbital energy (spin up / spin down) = -0.1227 / -0.3289 hartree
Total charge = +1
Kohn-Sham gap (spin up / spin down) = 10.613 / 5.003 eV
Multiplicity = 2

---

This record from the OMol25 dataset describes a structure of composition C2H5NO3PSn in a non-equilibrium geometry. The level of theory is the ωB97M-V functional and the def2-TZVPD basis.

Geometry (Å):
O (3.03092, -1.14188, 0.05020)
P (1.97181, -0.18918, 0.29612)
N (0.42282, -0.85858, 0.06544)
C (-0.61315, 0.00212, -0.35937)
C (-2.00203, -0.27867, 0.22289)
O (-2.41351, 0.58552, 1.01312)
O (-2.48868, -1.30598, -0.20043)
H (2.06747, 0.33893, 1.59498)
H (2.00336, 0.91292, -0.60134)
H (0.12720, -1.42459, 0.85618)
H (-0.39018, 1.11953, -0.14625)
H (-0.70022, -0.12631, -1.47179)
Sn (-1.01579, 2.36618, -1.31975)

Lowest unoccupied orbital energy = -0.3105 hartree
Total charge = +1
Kohn-Sham gap = 5.396 eV
Multiplicity = 1

---

Repeat the second record exactly.
This record from the OMol25 dataset describes a cluster of 2 separate species, C4H6N2O in total in a non-equilibrium geometry. The level of theory is the ωB97M-V functional and the def2-TZVPD basis.

Geometry (Å):
O (-5.72830, -0.46269, -1.31309)
H (-5.67425, -0.43308, -0.33101)
H (-5.05948, -1.13399, -1.57818)
N (3.06857, 0.70895, 0.13775)
N (1.84320, -0.92838, 1.29708)
C (2.98524, -0.37715, 0.90629)
C (1.89171, 1.21035, -0.41745)
C (0.71991, -0.52964, 0.67426)
C (0.68139, 0.56642, -0.19532)
H (3.81902, -0.66944, 1.55821)
H (2.00832, 2.09685, -1.05473)
H (-0.27698, -0.87742, 0.97567)
H (-0.27834, 0.82922, -0.65949)

SMILES string = c1cncnc1.O
ΔE to the lowest compared entry with this formula, charge and spin = 131.7 kJ/mol
Lowest unoccupied orbital energy = 0.0147 hartree
Kohn-Sham gap = 10.208 eV
Multiplicity = 1

---

Look up the multiplicity of the first one.
1

---

What is the formula in the first record?
C20H29AsN3O4OsPS4